Record 1
{
  "formula": "C10H17FN2O4PS",
  "method": "ωB97M-V/def2-TZVPD",
  "charge": -1,
  "fmax_ev_per_a": 9.234,
  "molar_mass_g_mol": 311.29,
  "gap_ev": 7.6,
  "symbols": ["O", "C", "O", "C", "C", "C", "P", "C", "C", "S", "C", "N", "N", "C", "O", "C", "C", "O", "F", "H", "H", "H", "H", "H", "H", "H", "H", "H", "H", "H", "H", "H", "H", "H", "H", "H"],
  "positions_angstrom": [[-2.509, 1.367, -1.441], [-1.557, 2.223, -1.043], [-0.729, 2.892, -2.061], [-1.427, 2.459, 0.597], [0.122, 2.600, 1.121], [0.766, 1.166, 1.680], [1.170, -0.073, 0.252], [0.784, -1.608, 1.308], [-0.009, -2.734, 0.360], [-1.784, -3.051, 0.947], [-2.843, -2.304, -0.438], [-4.002, -1.333, -0.372], [-4.437, -1.044, -1.679], [-3.542, -1.884, -2.591], [-2.551, -2.682, -1.833], [3.031, -0.068, 0.653], [3.914, -0.396, -0.726], [4.107, -1.623, -1.221], [4.564, 0.766, -1.413], [0.257, 2.792, -1.836], [-2.043, 1.682, 1.230], [-1.945, 3.515, 0.796], [0.777, 3.097, 0.282], [0.083, 3.314, 2.075], [-0.009, 0.756, 2.455], [1.723, 1.487, 2.301], [1.477, -0.892, -0.913], [-0.213, -0.076, -0.208], [1.401, 1.092, -0.600], [0.034, -1.411, 2.215], [1.705, -2.174, 1.751], [-0.071, -2.423, -0.768], [0.593, -3.751, 0.402], [-3.628, -1.879, -3.767], [3.380, -0.812, 1.484], [3.410, 1.009, 1.002]]
}


Record 2
{
  "formula": "C10H17FN3P",
  "method": "ωB97M-V/def2-TZVPD",
  "smiles": "CN(C)P(F)(=Nc1ccccc1)N(C)C",
  "fmax_ev_per_a": 5.857,
  "de_lowest_kj_mol": 0.00,
  "molar_mass_g_mol": 229.24,
  "gap_ev": 8.2,
  "symbols": ["C", "C", "C", "C", "C", "C", "C", "C", "C", "C", "N", "N", "N", "F", "P", "H", "H", "H", "H", "H", "H", "H", "H", "H", "H", "H", "H", "H", "H", "H", "H", "H"],
  "positions_angstrom": [[-4.420, -0.065, -0.104], [-3.699, -0.584, -1.168], [-3.816, 0.749, 0.833], [-2.370, -0.298, -1.248], [-2.538, 1.074, 0.776], [-1.721, 0.550, -0.251], [2.000, 2.483, 0.077], [3.476, 0.621, -0.632], [0.929, -2.617, -0.124], [1.243, -1.083, 1.703], [-0.449, 0.936, -0.405], [2.197, 1.082, -0.189], [1.412, -1.286, 0.259], [1.268, -0.544, -2.045], [0.927, 0.098, -0.540], [-5.571, -0.270, 0.055], [-4.197, -1.169, -1.923], [-4.420, 1.132, 1.672], [-1.732, -0.615, -2.027], [-1.927, 1.766, 1.509], [1.161, 2.907, -0.317], [2.056, 2.585, 1.136], [2.678, 3.167, -0.451], [3.358, -0.429, -0.742], [4.011, 1.162, -1.392], [4.025, 0.802, 0.362], [0.881, -2.695, -1.188], [1.756, -3.419, 0.082], [0.042, -2.947, 0.358], [1.136, 0.065, 1.728], [0.253, -1.608, 1.934], [2.049, -1.549, 2.262]]
}


Record 3
{
  "formula": "C10H17FeP",
  "method": "ωB97M-V/def2-TZVPD",
  "charge": 3,
  "fmax_ev_per_a": 1.422,
  "multiplicity": 6,
  "s2": 8.761,
  "molar_mass_g_mol": 224.07,
  "gap_ev": [4.7, 3.5],
  "symbols": ["C", "C", "C", "P", "C", "C", "C", "C", "C", "C", "C", "H", "H", "H", "H", "H", "H", "H", "H", "H", "H", "H", "H", "H", "H", "H", "H", "H", "Fe"],
  "positions_angstrom": [[3.680, -1.907, -0.225], [3.081, -0.973, 0.308], [2.385, 0.131, 1.056], [0.613, 0.494, 0.317], [0.622, 2.103, -0.453], [0.184, 3.177, 0.228], [0.246, -0.781, -0.910], [-1.224, -0.836, -1.382], [-2.239, -0.760, -0.231], [-2.629, 0.679, 0.158], [-1.826, -1.549, 1.001], [4.214, -2.726, -0.670], [2.942, 1.075, 0.884], [2.332, -0.154, 2.106], [0.945, 2.158, -1.487], [-0.429, 3.881, -0.319], [0.420, 3.356, 1.265], [0.546, -1.778, -0.594], [0.866, -0.529, -1.781], [-1.343, -1.792, -1.879], [-1.410, -0.073, -2.131], [-3.149, -1.223, -0.598], [-3.546, 0.940, -0.359], [-2.814, 0.734, 1.224], [-1.887, 1.422, -0.128], [-2.676, -1.567, 1.676], [-1.631, -2.591, 0.764], [-1.000, -1.092, 1.575], [4.997, 0.121, 0.449]]
}


Record 4
{
  "formula": "C10H17N",
  "method": "ωB97M-V/def2-TZVPD",
  "smiles": "C=N[C@@]1(CC)C(=C)[C@]1(C)CC",
  "fmax_ev_per_a": 6.735,
  "de_lowest_kj_mol": 642.71,
  "molar_mass_g_mol": 151.25,
  "gap_ev": 8.9,
  "symbols": ["C", "C", "C", "C", "C", "C", "C", "C", "C", "C", "N", "H", "H", "H", "H", "H", "H", "H", "H", "H", "H", "H", "H", "H", "H", "H", "H", "H"],
  "positions_angstrom": [[0.189, 0.143, 1.148], [0.120, 0.711, 2.354], [-2.833, -1.823, 0.020], [0.718, -0.509, -0.032], [-0.902, -0.366, -0.204], [1.139, -1.956, 0.309], [3.118, -0.030, -0.256], [-2.331, 1.790, -0.049], [1.733, 0.212, -0.973], [-1.449, 0.887, -0.958], [-1.641, -1.437, 0.203], [-0.752, 0.816, 2.797], [1.118, 1.001, 2.920], [-3.156, -2.662, 0.448], [-3.459, -1.226, -0.718], [1.201, -2.514, -0.520], [0.373, -2.214, 0.986], [2.166, -1.839, 0.609], [2.870, 0.126, 0.749], [3.761, 0.805, -0.586], [3.626, -0.931, -0.463], [-2.115, 1.394, 0.973], [-3.392, 1.669, -0.296], [-1.974, 2.833, -0.121], [1.678, -0.296, -1.868], [1.391, 1.163, -1.153], [-0.520, 1.307, -1.266], [-2.131, 0.502, -1.723]]
}


Record 5
{
  "formula": "C10H17N",
  "method": "ωB97M-V/def2-TZVPD",
  "smiles": "N[C@]12C[C@H]3C[C@H](C[C@H](C3)C1)C2",
  "fmax_ev_per_a": 1.412,
  "de_lowest_kj_mol": 0.00,
  "molar_mass_g_mol": 151.25,
  "gap_ev": 10.2,
  "symbols": ["C", "C", "C", "C", "C", "C", "C", "C", "C", "C", "H", "H", "H", "H", "H", "H", "H", "H", "H", "H", "H", "H", "H", "H", "H", "H", "H", "N"],
  "positions_angstrom": [[0.077, -1.143, -0.618], [-0.968, -1.205, 0.481], [-1.077, 0.130, 1.223], [0.263, 0.529, 1.846], [1.312, 0.590, 0.741], [0.914, 1.652, -0.270], [-0.435, 1.320, -0.898], [-1.510, 1.211, 0.240], [-0.351, -0.046, -1.601], [1.426, -0.762, -0.010], [0.737, -2.368, -2.086], [0.306, -3.219, -0.751], [-0.682, -1.989, 1.236], [-1.931, -1.439, 0.033], [-1.820, 0.057, 2.028], [0.533, -0.199, 2.639], [0.149, 1.474, 2.377], [2.286, 0.845, 1.209], [1.688, 1.678, -1.076], [0.908, 2.680, 0.178], [-0.692, 2.082, -1.624], [-1.683, 2.178, 0.752], [-2.491, 0.914, -0.152], [0.391, 0.091, -2.402], [-1.320, -0.341, -2.016], [1.725, -1.557, 0.668], [2.208, -0.734, -0.781], [0.038, -2.426, -1.366]]
}


Record 6
{
  "formula": "C10H17N2O2S",
  "method": "ωB97M-V/def2-TZVPD",
  "smiles": "CC(C)(C[NH3+])[C@@H]1C=CC=C([N+](=O)[O-])[C@H]1S",
  "charge": 1,
  "fmax_ev_per_a": 3.351,
  "de_lowest_kj_mol": 0.00,
  "molar_mass_g_mol": 229.32,
  "gap_ev": 8.4,
  "symbols": ["C", "C", "C", "C", "C", "C", "C", "C", "C", "C", "N", "N", "O", "O", "S", "H", "H", "H", "H", "H", "H", "H", "H", "H", "H", "H", "H", "H", "H", "H", "H", "H"],
  "positions_angstrom": [[1.883, -1.030, 2.135], [2.733, 0.035, 1.667], [0.909, -1.531, 1.367], [2.753, 0.334, 0.364], [0.689, -1.156, -0.076], [1.984, -0.638, -0.689], [-1.760, -0.804, 0.406], [-0.830, -0.102, -1.807], [-0.202, 1.172, 0.261], [-0.536, -0.217, -0.306], [3.287, 1.541, -0.159], [-1.361, 2.104, 0.125], [4.316, 1.985, 0.279], [2.571, 2.086, -0.995], [3.089, -2.078, -0.998], [2.009, -1.360, 3.153], [3.287, 0.635, 2.375], [0.246, -2.281, 1.768], [0.455, -2.090, -0.598], [1.848, -0.105, -1.625], [-2.682, -0.318, 0.092], [-1.668, -0.733, 1.487], [-1.863, -1.854, 0.150], [-0.803, -1.083, -2.272], [-1.826, 0.302, -1.989], [-0.103, 0.525, -2.317], [0.635, 1.612, -0.290], [0.057, 1.094, 1.318], [-1.114, 3.044, 0.454], [-2.160, 1.747, 0.666], [-1.627, 2.156, -0.868], [3.999, -1.413, -1.706]]
}